2 unconnected molecules or ions with the total composition C2H5N3O4S at a distorted geometry, computed with ωB97M-V/def2-TZVPD.

```
15
Properties=species:S:1:pos:R:3:forces:R:3:nbo_charge:R:1
O 1.881 -1.412 -2.642 1.6027 0.0991 -1.5115 -0.93
S 1.096 -0.985 -1.569 -0.7515 -1.8993 3.1339 2.57
O 0.005 -0.121 -1.745 -0.8935 1.1358 -0.0334 -0.93
O 2.013 -0.560 -0.363 -0.2783 -0.2334 -0.1695 -0.91
O 0.479 -2.392 -0.957 2.4340 -0.6151 -1.9861 -0.90
H 1.524 -0.530 0.538 0.0231 0.4444 -1.1664 0.54
H 1.155 -3.030 -1.438 -2.1445 1.2584 1.6442 0.51
C -1.035 0.052 1.125 0.4105 1.4069 -0.4618 0.19
N 0.193 0.337 1.393 0.1535 0.3104 0.7251 -0.34
N 0.287 1.699 1.356 1.9656 0.3359 0.5381 -0.28
C -0.856 2.184 1.053 0.1188 0.5714 -0.9319 0.16
N -1.724 1.180 0.833 -0.1578 -0.5285 0.6765 -0.53
H -1.416 -0.890 1.215 -1.1282 -2.2229 -0.3120 0.21
H -1.033 3.231 0.871 -0.2072 -0.0664 0.0920 0.22
H -2.567 1.238 0.329 -1.1473 0.0034 -0.2371 0.43
```
Positions in Å, forces in eV/Å.

Values from the calculation:
- Max |F|: 3.741 eV/Å
- ΔE to the lowest compared entry with this formula, charge and spin: 0.400 eV
- SMILES: O=S(=O)(O)O.c1nnc[nH]1
- Frontier orbital gap: 11.1 eV
- Calculated total energy: -942.6040 Eh